Entry 1:
DFT (the ωB97M-V functional and the def2-TZVPD basis) results for a structure of composition C30H34Br2N10OS4Sr.

The value obtained for the orbital gap is 7.71 eV. The calculation puts the calculated total energy at -232866.6158 eV. As for the relative energy (zero: lowest compared OMol25 entry of this formula, charge and spin): 47.8 kJ/mol. Its net charge is +2. The spin multiplicity is 1. For the HOMO energy, the calculation gives -12.9 eV.

Each line ends with the Mulliken charge.
Atoms and positions in Å:
Sr (1.124, 0.224, 1.474)  2.23
Br (-1.981, 5.393, 5.233)  -0.09
C (-1.197, 4.011, 4.258)  -0.05
C (-0.604, 2.949, 4.915)  -1.03
C (-0.035, 1.960, 4.138)  -0.39
N (-0.036, 1.981, 2.797)  0.17
C (-0.614, 3.023, 2.171)  0.48
C (-1.199, 4.058, 2.875)  -0.77
C (-0.542, 3.032, 0.670)  0.79
C (-1.330, 3.872, -0.095)  -0.46
C (-1.172, 3.861, -1.468)  -0.34
Br (-2.247, 4.956, -2.534)  -0.05
C (-0.226, 3.038, -2.056)  -0.59
C (0.501, 2.213, -1.222)  -0.49
N (0.341, 2.187, 0.109)  -0.06
H (-0.579, 2.896, 5.995)  0.47
H (0.448, 1.106, 4.612)  0.42
H (-1.637, 4.908, 2.368)  0.49
H (-2.084, 4.504, 0.356)  0.37
H (-0.062, 3.039, -3.126)  0.54
H (1.255, 1.542, -1.630)  0.21
N (4.745, 1.334, 2.383)  -0.25
C (4.125, 0.556, 3.306)  -0.20
N (2.942, -0.003, 3.135)  0.67
C (2.642, -0.858, 4.207)  -0.73
C (3.587, -0.921, 5.163)  -0.21
S (4.915, 0.103, 4.772)  -0.19
C (1.369, -1.603, 4.208)  -0.26
C (0.884, -2.312, 5.245)  -0.55
S (-0.607, -3.053, 4.823)  -0.17
C (-0.505, -2.357, 3.249)  0.11
N (0.569, -1.612, 3.056)  0.32
N (-1.486, -2.547, 2.321)  -0.30
H (4.273, 1.580, 1.533)  0.13
H (5.575, 1.847, 2.625)  0.22
H (3.592, -1.500, 6.079)  0.40
H (1.307, -2.446, 6.233)  0.44
H (-2.162, -3.270, 2.504)  0.26
H (-1.199, -2.455, 1.349)  0.05
C (3.248, -2.796, -2.413)  -0.48
N (3.981, -2.752, -1.140)  -0.17
C (4.008, -1.729, -0.284)  0.58
S (3.215, -0.231, -0.597)  -0.37
N (4.719, -1.909, 0.832)  -0.15
C (5.448, -3.127, 1.170)  -1.25
H (2.888, -3.810, -2.576)  0.37
H (3.887, -2.504, -3.244)  0.33
H (2.402, -2.125, -2.360)  -0.18
H (4.554, -3.550, -0.927)  0.20
H (4.793, -1.110, 1.429)  0.25
H (4.771, -3.972, 1.300)  0.40
H (5.971, -2.964, 2.105)  0.34
H (6.191, -3.374, 0.410)  0.43
C (-1.751, -2.143, -5.169)  -1.30
C (-0.502, -2.088, -4.285)  -0.21
C (-0.310, -0.729, -3.627)  -0.97
N (-1.385, -0.397, -2.671)  0.30
C (-1.387, -0.713, -1.387)  0.23
S (-0.155, -1.653, -0.662)  -0.50
N (-2.406, -0.238, -0.591)  0.19
C (-3.327, 0.848, -0.825)  -0.05
O (-3.346, 1.731, -0.009)  -0.56
C (-4.220, 0.795, -2.008)  0.11
C (-4.819, 1.981, -2.424)  -0.43
C (-5.676, 1.980, -3.512)  -0.79
C (-5.952, 0.789, -4.175)  -0.44
C (-5.390, -0.405, -3.739)  -0.69
C (-4.525, -0.405, -2.655)  0.01
H (-1.794, -3.083, -5.723)  0.40
H (-1.756, -1.326, -5.900)  0.34
H (-2.669, -2.073, -4.571)  0.23
H (0.388, -2.294, -4.885)  0.46
H (-0.556, -2.852, -3.504)  0.22
H (-0.317, 0.055, -4.387)  0.54
H (0.638, -0.686, -3.095)  0.03
H (-2.202, 0.063, -3.047)  0.34
H (-2.221, -0.351, 0.388)  0.24
H (-4.604, 2.898, -1.885)  0.59
H (-6.140, 2.904, -3.837)  0.43
H (-6.621, 0.790, -5.029)  0.42
H (-5.639, -1.337, -4.235)  0.46
H (-4.117, -1.341, -2.289)  0.55

***

Entry 2:
DFT (the ωB97M-V functional and the def2-TZVPD basis) results for a cluster of 11 separate species, C46H58N8O18 in total.

As for the SMILES: Oc1ccc(O)cc1.Oc1ccc(O)cc1.Oc1ccc(O)cc1.Oc1ccc(O)cc1.Oc1ccc(O)cc1.Oc1ccc(O)cc1.Oc1ccc(O)cc1.NC(N)=O.NC(N)=O.NC(N)=O.NC(N)=O. The value obtained for the orbital gap is 7.74 eV. The calculation puts the calculated total energy at -97421.5419 eV. As for the relative energy (zero: lowest compared OMol25 entry of this formula, charge and spin): 140.2 kJ/mol. The spin multiplicity is 1. For the HOMO energy, the calculation gives -7.8 eV.

Each line ends with the Mulliken charge.
Atoms and positions in Å:
C (-3.558, -5.904, -0.413)  0.53
O (-4.173, -6.891, -0.813)  -0.70
N (-3.332, -5.631, 0.911)  -0.30
N (-3.025, -4.970, -1.237)  -0.16
H (-3.617, -6.255, 1.640)  0.20
H (-2.617, -4.954, 1.123)  0.19
H (-2.456, -4.200, -0.937)  0.01
H (-3.172, -5.040, -2.227)  0.18
C (2.016, -3.182, 4.818)  0.44
O (2.536, -2.737, 5.846)  -0.73
N (2.035, -2.462, 3.654)  0.26
N (1.559, -4.446, 4.710)  -0.30
H (1.815, -2.928, 2.783)  -0.09
H (2.217, -1.467, 3.587)  0.27
H (1.022, -4.708, 3.901)  0.14
H (1.503, -5.030, 5.523)  0.22
C (2.184, -5.490, 1.045)  0.51
O (1.883, -4.341, 1.452)  -0.26
N (2.780, -5.650, -0.164)  -0.42
N (2.147, -6.569, 1.845)  -0.37
H (3.017, -6.615, -0.308)  0.15
H (2.987, -4.887, -0.777)  0.22
H (2.414, -7.484, 1.539)  0.15
H (1.836, -6.428, 2.789)  0.17
C (2.947, 3.096, 1.835)  0.65
O (1.840, 2.649, 2.163)  -0.66
N (3.786, 2.413, 0.999)  -0.22
N (3.460, 4.273, 2.260)  -0.46
H (3.547, 1.529, 0.598)  0.01
H (4.686, 2.793, 0.775)  0.16
H (4.361, 4.615, 1.997)  0.15
H (2.978, 4.725, 3.018)  0.27
C (-1.720, 1.413, 4.925)  -0.77
C (-0.578, 1.201, 4.173)  0.01
C (0.500, 0.442, 4.636)  0.39
C (0.407, -0.099, 5.895)  -0.47
C (-0.751, 0.035, 6.656)  -0.92
C (-1.783, 0.840, 6.193)  0.87
O (-2.857, 1.106, 7.008)  -0.58
O (1.655, 0.286, 3.889)  -0.49
H (-2.436, 2.080, 4.463)  0.35
H (-0.385, 1.720, 3.240)  0.29
H (1.262, -0.711, 6.170)  0.51
H (-0.819, -0.426, 7.631)  0.43
H (-3.568, 1.536, 6.528)  0.29
H (1.838, 1.179, 3.551)  0.13
C (-6.232, -0.909, -2.260)  -0.53
C (-7.002, -1.856, -2.948)  -0.50
C (-7.094, -3.154, -2.514)  0.48
C (-6.315, -3.614, -1.444)  -0.44
C (-5.690, -2.667, -0.654)  -0.41
C (-5.634, -1.347, -1.087)  0.26
O (-4.926, -0.406, -0.358)  -0.60
O (-7.832, -4.060, -3.244)  -0.58
H (-6.169, 0.121, -2.577)  0.57
H (-7.589, -1.515, -3.793)  0.38
H (-6.256, -4.654, -1.148)  0.37
H (-5.223, -2.867, 0.302)  0.51
H (-4.291, 0.044, -0.932)  -0.04
H (-7.419, -4.927, -3.221)  0.31
C (-2.997, 2.780, -3.661)  -0.56
C (-3.067, 4.167, -3.608)  -0.70
C (-3.376, 4.799, -2.412)  0.23
C (-3.575, 4.047, -1.239)  -0.46
C (-3.449, 2.688, -1.308)  -0.64
C (-3.169, 2.046, -2.503)  0.85
O (-3.243, 0.661, -2.522)  -0.33
O (-3.352, 6.176, -2.425)  -0.58
H (-2.800, 2.203, -4.558)  0.39
H (-2.904, 4.784, -4.484)  0.42
H (-3.688, 4.663, -0.357)  0.41
H (-3.734, 2.146, -0.413)  0.47
H (-3.338, 0.362, -3.433)  0.29
H (-2.707, 6.428, -3.092)  0.33
C (-0.145, 6.993, -0.036)  -0.75
C (-0.340, 5.607, -0.146)  -0.04
C (0.043, 4.901, -1.275)  0.01
C (0.801, 5.587, -2.244)  -0.60
C (1.069, 6.932, -2.121)  -0.39
C (0.526, 7.650, -1.050)  0.29
O (0.753, 9.014, -0.956)  -0.58
O (-0.103, 3.567, -1.424)  0.55
H (-0.353, 7.516, 0.888)  0.36
H (-0.806, 5.093, 0.687)  0.55
H (1.127, 5.041, -3.121)  0.40
H (1.694, 7.362, -2.891)  0.41
H (1.169, 9.179, -0.104)  0.32
H (-0.694, 3.120, -0.793)  -0.37
C (5.200, -0.528, -0.685)  -0.30
C (6.358, -0.338, -1.410)  -0.89
C (7.537, -0.976, -1.010)  0.90
C (7.533, -1.732, 0.168)  -0.58
C (6.313, -1.933, 0.822)  -0.70
C (5.104, -1.431, 0.365)  0.02
O (3.926, -1.757, 0.960)  -0.09
O (8.701, -0.837, -1.664)  -0.57
H (4.270, -0.086, -1.036)  0.50
H (6.370, 0.237, -2.326)  0.47
H (8.416, -2.215, 0.563)  0.31
H (6.209, -2.604, 1.673)  0.41
H (4.030, -2.547, 1.504)  0.10
H (9.531, -1.122, -1.292)  0.31
C (1.670, -0.933, -4.278)  -0.80
C (2.199, 0.146, -5.008)  -0.43
C (1.711, 1.408, -4.934)  0.24
C (0.766, 1.679, -3.949)  -0.41
C (0.222, 0.654, -3.182)  0.17
C (0.668, -0.664, -3.352)  -0.31
O (0.328, -1.688, -2.477)  -0.40
O (2.160, 2.410, -5.767)  -0.60
H (2.102, -1.910, -4.427)  0.48
H (2.973, -0.049, -5.745)  0.41
H (0.305, 2.635, -3.726)  0.42
H (-0.672, 0.862, -2.607)  0.53
H (0.443, -1.237, -1.618)  0.22
H (2.470, 3.180, -5.286)  0.30
C (0.703, -1.494, 0.546)  -1.35
C (0.760, -0.120, 0.719)  0.82
C (-0.429, 0.639, 0.636)  0.47
C (-1.621, -0.011, 0.341)  -0.61
C (-1.663, -1.398, 0.185)  -0.32
C (-0.519, -2.139, 0.401)  0.73
O (-0.553, -3.503, 0.327)  -0.38
O (-0.477, 2.010, 0.826)  -0.50
H (1.602, -2.092, 0.516)  0.81
H (1.714, 0.311, 0.944)  -0.33
H (-2.458, 0.644, 0.163)  0.37
H (-2.583, -1.875, -0.130)  0.40
H (0.302, -3.946, 0.484)  0.01
H (0.339, 2.220, 1.355)  -0.16

***

Entry 3:
DFT (the ωB97M-V functional and the def2-TZVPD basis) results for a structure of composition C32H36AsClNO3S3Yb.

Its expectation value of S² is 0.75. The value obtained for the orbital gap (spin up / spin down) is 9.79 / 9.51 eV. The calculation puts the calculated total energy at -178787.5346 eV. As for the relative energy (zero: lowest compared OMol25 entry of this formula, charge and spin): 35.4 kJ/mol. Its net charge is +2. The spin multiplicity is 2. For the HOMO energy (spin up / spin down), the calculation gives -14.5 / -14.5 eV.

Each line ends with the Löwdin spin population.
Atoms and positions in Å:
Yb (-0.068, 1.031, 1.402)  1.00
C (-1.574, -2.377, 1.508)  0.00
C (-2.850, -1.636, 1.958)  0.00
S (-2.683, 0.165, 2.058)  0.00
C (-3.063, 0.568, 3.775)  0.00
C (-1.950, 1.278, 4.538)  0.00
S (-0.226, 0.923, 4.257)  0.00
C (0.362, -0.807, 4.678)  0.00
C (-0.224, -2.019, 3.980)  0.00
S (-0.058, -1.821, 2.216)  0.00
H (-1.368, -2.189, 0.440)  0.00
H (-1.705, -3.471, 1.604)  0.00
H (-3.126, -1.987, 2.971)  0.00
H (-3.619, -1.809, 1.178)  0.00
H (-3.508, -0.331, 4.246)  0.00
H (-3.868, 1.257, 3.714)  0.00
H (-2.205, 1.208, 5.569)  0.00
H (-2.045, 2.360, 4.262)  0.00
H (0.289, -0.840, 5.797)  0.00
H (1.400, -0.743, 4.339)  0.00
H (-1.320, -2.174, 4.171)  0.00
H (0.321, -2.902, 4.280)  0.00
C (6.405, 0.252, 2.284)  0.00
C (4.943, 0.373, 2.307)  0.00
C (4.279, 1.279, 3.117)  0.00
C (2.907, 1.407, 2.953)  0.00
N (2.242, 0.742, 2.000)  0.00
C (2.829, -0.206, 1.291)  0.00
C (4.192, -0.377, 1.478)  0.00
H (6.966, 0.152, 3.209)  0.00
H (6.876, 1.165, 1.791)  0.00
H (6.686, -0.537, 1.555)  0.00
H (4.836, 1.930, 3.801)  0.00
H (2.336, 2.136, 3.461)  0.00
H (2.231, -0.760, 0.510)  0.00
H (4.712, -1.166, 0.932)  0.00
Cl (1.131, 3.183, -0.032)  0.00
C (-0.460, 4.132, -0.094)  0.00
C (-1.438, 3.835, 0.965)  0.00
O (-2.314, 4.588, 1.215)  0.00
O (-1.295, 2.686, 1.619)  0.00
H (-0.872, 3.921, -1.060)  0.00
H (-0.233, 5.215, -0.057)  0.00
O (-0.046, -0.196, -0.359)  0.00
As (-0.425, -0.448, -2.048)  0.00
C (-1.408, 1.094, -2.600)  0.00
C (-1.102, 1.769, -3.760)  0.00
C (-1.712, 3.055, -4.064)  0.00
C (-2.691, 3.578, -3.191)  0.00
C (-3.020, 2.808, -2.058)  0.00
C (-2.367, 1.628, -1.784)  0.00
C (-1.516, -2.016, -2.256)  0.00
C (-1.038, -3.221, -1.857)  0.00
C (-1.784, -4.360, -2.045)  0.00
C (-3.053, -4.295, -2.536)  0.00
C (-3.562, -3.054, -2.845)  0.00
C (-2.805, -1.915, -2.771)  0.00
C (1.201, -0.574, -3.134)  0.00
C (2.098, 0.480, -3.154)  0.00
C (3.188, 0.348, -3.961)  0.00
C (3.379, -0.840, -4.726)  0.00
C (2.463, -1.866, -4.726)  0.00
C (1.348, -1.757, -3.867)  0.00
H (-0.336, 1.323, -4.398)  0.00
H (-1.563, 3.471, -5.092)  0.00
H (-3.231, 4.470, -3.348)  0.00
H (-3.744, 3.141, -1.306)  0.00
H (-2.672, 1.174, -0.809)  0.00
H (-0.002, -3.296, -1.436)  0.00
H (-1.363, -5.323, -1.785)  0.00
H (-3.691, -5.138, -2.779)  0.00
H (-4.541, -2.933, -3.172)  0.00
H (-3.216, -0.990, -3.175)  0.00
H (1.978, 1.376, -2.549)  0.00
H (3.969, 1.110, -4.006)  0.00
H (4.237, -0.920, -5.465)  0.00
H (2.585, -2.754, -5.344)  0.00
H (0.570, -2.557, -3.783)  0.00

***

> Which value of relative energy (zero: lowest compared OMol25 entry of this formula, charge and spin) does entry 3 give?

35.4 kJ/mol